Formula: CHFN2O3
Source: OMol25
Level of theory: ωB97M-V/def2-TZVPD

Output
Total charge: 0
Relative energy (zero: lowest compared OMol25 entry of this formula, charge and spin): 72.9 kcal/mol
Lowest unoccupied orbital energy (alpha / beta): -1.108 / -1.035 eV

```
8
CHFN2O3 (ωB97M-V/def2-TZVPD)
C 1.27 0.60 0.21
N -0.07 -1.91 -0.49
N -1.49 0.15 0.28
O -1.05 -1.34 -0.72
O -2.62 0.41 0.06
O 1.67 0.08 -0.78
F 1.21 1.93 0.23
H 1.08 0.08 1.21
```

=====

Formula: CHFN2O5
Source: OMol25
Level of theory: ωB97M-V/def2-TZVPD

Output
Total charge: 0
Relative energy (zero: lowest compared OMol25 entry of this formula, charge and spin): 40.3 kcal/mol
Lowest unoccupied orbital energy (alpha / beta): -1.743 / -1.720 eV

```
10
CHFN2O5 (ωB97M-V/def2-TZVPD)
C 0.93 -0.46 0.62
N 2.77 0.43 -0.42
N 0.50 -1.47 -0.33
O 2.73 0.43 -1.54
O 1.15 -2.45 -0.50
O 3.43 0.83 0.44
O -0.50 -1.13 -0.98
O 0.00 0.43 0.85
F 1.56 -0.94 1.65
H -0.70 0.18 0.03
```

=====

Formula: CHFNO2
Source: OMol25
Level of theory: ωB97M-V/def2-TZVPD

Output
Total charge: -1
Relative energy (zero: lowest compared OMol25 entry of this formula, charge and spin): 8.3 kcal/mol
Lowest unoccupied orbital energy: 4.519 eV

```
6
CHFNO2 (ωB97M-V/def2-TZVPD)
C 0.94 -0.13 -0.21
N -0.86 0.16 0.71
O 1.15 -1.30 -0.13
O 1.48 0.88 -0.52
F -1.43 1.03 -0.29
H -1.26 -0.64 0.44
```

=====

Formula: CHFO2
Source: OMol25
Level of theory: ωB97M-V/def2-TZVPD

Output
Total charge: 0
⟨S²⟩: 2.01
Relative energy (zero: lowest compared OMol25 entry of this formula, charge and spin): 74.0 kcal/mol
Spin multiplicity: 3
Lowest unoccupied orbital energy (alpha / beta): -0.779 / -4.396 eV

```
5
CHFO2 (ωB97M-V/def2-TZVPD)
C 0.01 1.20 -1.82
O -1.21 1.36 -2.33
O -0.01 1.37 -3.11
F 1.09 -0.29 0.54
H 1.09 -1.07 1.09
```

=====

Formula: CHFO2V
Source: OMol25
Level of theory: ωB97M-V/def2-TZVPD

Output
Total charge: +2
⟨S²⟩: 3.92
Relative energy (zero: lowest compared OMol25 entry of this formula, charge and spin): 40.8 kcal/mol
Spin multiplicity: 4
Lowest unoccupied orbital energy (alpha / beta): -12.674 / -13.295 eV

```
6
CHFO2V (ωB97M-V/def2-TZVPD)
F -0.75 1.04 0.35
O 0.85 1.16 -0.38
V 2.24 0.75 0.74
O 0.27 -0.81 -0.47
C -0.88 -0.75 -0.26
H -1.72 -1.39 0.03
```

=====

Formula: CHFO3
Source: OMol25
Level of theory: ωB97M-V/def2-TZVPD

Output
Total charge: 0
⟨S²⟩: 2.01
Relative energy (zero: lowest compared OMol25 entry of this formula, charge and spin): 0.0 kcal/mol
Spin multiplicity: 3
Lowest unoccupied orbital energy (alpha / beta): 0.569 / -3.644 eV

```
6
CHFO3 (ωB97M-V/def2-TZVPD)
C 1.03 0.12 -0.44
O 1.69 -0.46 -1.23
O -0.13 -0.37 -0.02
O -1.69 -0.34 1.16
F 1.24 1.27 0.18
H -2.14 -0.22 0.35
```

=====

Formula: CHFOS2
Source: OMol25
Level of theory: ωB97M-V/def2-TZVPD

Output
Total charge: 0
Relative energy (zero: lowest compared OMol25 entry of this formula, charge and spin): 29.6 kcal/mol
Lowest unoccupied orbital energy: -0.181 eV
SMILES: FC(=S)OS

```
6
CHFOS2 (ωB97M-V/def2-TZVPD)
C -0.82 -2.41 -1.39
O -0.54 -1.08 -0.94
F -0.35 -3.15 -0.39
S -1.64 -2.80 -2.70
S 0.72 -0.64 -0.02
H 0.73 -1.30 1.19
```

=====

Formula: CHFS2
Source: OMol25
Level of theory: ωB97M-V/def2-TZVPD

Output
Total charge: 0
Relative energy (zero: lowest compared OMol25 entry of this formula, charge and spin): 55.4 kcal/mol
Lowest unoccupied orbital energy (alpha / beta): -2.031 / -1.692 eV

```
5
CHFS2 (ωB97M-V/def2-TZVPD)
C -0.75 -0.30 0.04
F -1.63 0.46 0.66
S -2.61 -3.23 -1.24
S -1.09 -1.89 -0.66
H 0.00 0.37 -0.36
```